Molecular formula: C3H8NS2
Method: DFT, the ωB97M-V functional and the def2-TZVPD basis

Each atom is followed by the atoms it is bonded to, with distances in Å.
Atoms and positions in Å:
1 C -0.88331 -0.29072 -0.55662  C2 1.334, N4 1.379, H5 1.082
2 C 0.03547 -1.20559 -0.87193  C1 1.334, H6 1.081, H7 1.079
3 C -2.50103 0.61597 1.04605  N4 1.373, H8 1.073, H9 1.075
4 N -1.41438 -0.15326 0.70870  C1 1.379, C3 1.373, H10 1.007
5 H -1.29245 0.43414 -1.24742  C1 1.082
6 H 0.39742 -1.90703 -0.13375  C2 1.081
7 H 0.47771 -1.22839 -1.85616  C2 1.079
8 H -2.80726 0.66952 2.07310  C3 1.073
9 H -2.96141 1.22605 0.28940  C3 1.075
10 H -0.97926 -0.70506 1.43016  N4 1.007
11 S 3.76389 -0.01744 0.29735  S12 2.065, H13 1.341
12 S 3.09230 1.41451 -1.02991  S11 2.065, H14 1.343
13 H 3.04432 0.40703 1.34626  S11 1.341
14 H 2.02801 0.74027 -1.49523  S12 1.343

Expectation value of S²: 0.7601
E, eV: -26398.926
Energy relative to the best compared isomer or geometry (same formula, charge and spin), kcal per mole: 0.8
Orbital gap (spin up / spin down), eV: 6.74 / 9.42
Spin multiplicity: 2
LUMO energy (spin up / spin down), eV: 0.4 / 0.4